This record from the OMol25 dataset describes a structure of composition C4H14AgNO4 at a distorted geometry. The level of theory is ωB97M-V with the def2-TZVPD basis set.

HOMO energy = 0.053 Eh
Frontier orbital gap = 0.1335 Eh
2S+1 = 1
Calculated total energy = -663.25074 Eh
Lowest unoccupied orbital energy = 5.1 eV
Charge = -2
Energy above the lowest of the compared OMol25 structures with the same formula, charge and spin = 0.0000 eV

Each line ends with the natural charge from an NBO analysis.
Atoms and positions in Å:
Ag1 -1.45541 -1.02724 0.55747  0.8707
O1 -1.40617 -3.28770 0.56138  -1.3268
H1 -1.06578 -3.37154 1.47332  0.3942
O2 -2.23353 0.47344 2.32551  -1.2980
H2 -1.54390 1.08185 1.99572  0.3574
O3 -3.98899 -0.60142 0.16586  -1.3385
H3 -4.11711 -0.80415 -0.78125  0.3679
C1 1.02068 1.50198 -2.29232  -0.6234
C2 0.69487 0.34942 -1.38641  -0.0661
C3 1.57206 0.37005 -0.04793  -0.0497
O4 1.13211 -0.71167 0.73394  -0.5408
C4 1.45362 -0.71187 2.11380  -0.2549
N1 -0.72629 0.42356 -1.14239  -0.8175
H4 2.09085 1.51927 -2.49858  0.1832
H5 0.65317 2.41978 -1.83333  0.1966
H6 0.43156 1.52185 -3.20918  0.1989
H7 0.87681 -0.58199 -1.92259  0.1895
H8 1.42918 1.28449 0.52782  0.1541
H9 2.64858 0.31103 -0.20834  0.1438
H10 2.48883 -0.41216 2.27695  0.1242
H11 1.35674 -1.74295 2.45380  0.2032
H12 0.76336 -0.00694 2.57717  0.2135
H13 -0.88676 1.18060 -0.49336  0.3676
H14 -1.18842 0.82227 -1.94711  0.3507